1.
# C61H47GaNP3Si

A molecular structure, C61H47GaNP3Si (wB97M-V/def2-TZVPD, the Open Molecules 2025 dataset).

```
114
Properties=species:S:1:pos:R:3
Ga -0.27 -0.33 0.84
C 1.14 -3.51 -2.05
C 0.78 -2.49 -2.83
C -0.32 -1.59 -2.48
C -1.07 -1.77 -1.39
C -0.73 -2.86 -0.42
C 0.47 -3.79 -0.74
P -2.36 -0.62 -0.78
C -3.83 -1.59 -1.22
C -3.87 -2.37 -2.37
C -5.01 -3.10 -2.67
C -6.10 -3.08 -1.81
C -6.06 -2.32 -0.65
C -4.92 -1.57 -0.35
C -2.20 0.81 -1.89
C -2.98 0.92 -3.04
C -2.86 2.03 -3.87
C -1.96 3.03 -3.55
C -1.18 2.93 -2.40
C -1.30 1.84 -1.55
Si -0.30 1.88 0.04
C 1.37 2.71 -0.03
C 1.67 3.72 0.88
C 2.94 4.27 0.96
C 3.95 3.78 0.14
C 3.67 2.78 -0.77
C 2.39 2.25 -0.88
P 1.97 0.93 -2.09
C 1.80 1.86 -3.66
C 2.48 3.04 -3.93
C 2.32 3.69 -5.15
C 1.49 3.15 -6.12
C 0.80 1.97 -5.86
C 0.95 1.34 -4.64
C 3.58 0.08 -2.29
C 4.13 -0.54 -1.17
C 5.33 -1.24 -1.28
C 5.96 -1.35 -2.51
C 5.40 -0.75 -3.63
C 4.22 -0.03 -3.52
C -1.34 2.59 1.45
C -1.66 3.95 1.35
C -2.33 4.62 2.35
C -2.70 3.95 3.51
C -2.42 2.60 3.64
C -1.76 1.92 2.62
P -1.47 0.14 2.85
C -3.06 -0.67 3.13
C -3.06 -2.02 3.49
C -4.25 -2.68 3.71
C -5.46 -2.00 3.57
C -5.46 -0.66 3.20
C -4.27 0.00 2.97
C -0.48 -0.03 4.35
C 0.88 0.27 4.25
C 1.69 0.23 5.37
C 1.15 -0.12 6.60
C -0.20 -0.41 6.71
C -1.02 -0.37 5.59
H 1.95 -4.16 -2.35
H 1.31 -2.31 -3.76
H -0.52 -0.75 -3.13
H -1.61 -3.34 0.02
H 0.32 -4.85 -0.56
H -3.02 -2.41 -3.04
H -5.04 -3.70 -3.57
H -6.98 -3.65 -2.04
H -6.91 -2.30 0.02
H -4.89 -0.98 0.55
H -3.68 0.14 -3.29
H -3.47 2.10 -4.75
H -1.86 3.89 -4.20
H -0.47 3.71 -2.18
H 0.91 4.09 1.56
H 3.15 5.05 1.68
H 4.95 4.19 0.21
H 4.46 2.39 -1.40
H 3.14 3.48 -3.18
H 2.86 4.61 -5.34
H 1.37 3.65 -7.07
H 0.15 1.54 -6.61
H 0.40 0.43 -4.44
H 3.65 -0.45 -0.21
H 5.77 -1.69 -0.40
H 6.90 -1.89 -2.59
H 5.90 -0.83 -4.59
H 3.80 0.45 -4.40
H -1.37 4.50 0.46
H -2.56 5.67 2.24
H -3.21 4.47 4.31
H -2.71 2.08 4.54
H -2.12 -2.54 3.62
H -4.24 -3.72 4.00
H -6.39 -2.51 3.75
H -6.40 -0.13 3.09
H -4.28 1.05 2.67
H 1.31 0.57 3.29
H 2.74 0.48 5.29
H 1.78 -0.16 7.48
H -0.63 -0.68 7.67
H -2.08 -0.59 5.68
N 0.12 -2.24 0.65
C 1.13 -3.03 0.40
C 2.41 -3.09 1.05
C 2.61 -2.39 2.25
C 3.83 -2.46 2.88
C 4.85 -3.23 2.34
C 4.65 -3.95 1.17
C 3.43 -3.88 0.52
H 1.79 -1.83 2.70
H 3.99 -1.93 3.81
H 5.80 -3.29 2.85
H 5.45 -4.55 0.76
H 3.28 -4.42 -0.40
```

Values from the calculation:
Highest occupied orbital energy: -12.34 eV
Maximum force: 0.9 eV/Å
Frontier orbital gap: 6.75 eV
E_tot: -153618.5687 eV
Net charge: +2

=====

2.
# C45H51Cl2N6O11TaTe

A molecular structure, C45H51Cl2N6O11TaTe in a non-equilibrium geometry (wB97M-V/def2-TZVPD, the Open Molecules 2025 dataset).

```
117
Properties=species:S:1:pos:R:3
Ta 0.11 0.59 0.71
C 0.88 -4.05 -3.79
N 0.41 -2.68 -3.84
C -0.42 -2.33 -4.99
C 0.64 -1.84 -2.81
O 1.18 -2.17 -1.76
C 0.25 -0.37 -3.04
O 0.85 0.52 -2.09
C 2.25 0.56 -2.20
C 2.82 0.51 -0.80
O 2.15 -0.03 0.10
N 4.02 1.02 -0.60
C 4.63 1.00 0.73
C 4.78 1.67 -1.68
H 0.03 -4.74 -3.79
H 1.50 -4.26 -4.67
H 1.47 -4.20 -2.89
H -1.07 -3.18 -5.22
H -1.07 -1.48 -4.78
H 0.19 -2.11 -5.87
H 0.53 -0.06 -4.05
H -0.82 -0.23 -2.91
H 2.62 -0.31 -2.74
H 2.55 1.47 -2.72
H 3.91 0.66 1.46
H 5.50 0.34 0.74
H 4.95 2.01 1.00
H 4.91 1.00 -2.53
H 4.29 2.59 -2.00
H 5.76 1.92 -1.29
O -3.41 -2.00 -1.68
C -2.44 -2.90 -1.75
O -2.34 -3.60 -2.73
C -1.50 -3.03 -0.60
C -0.86 -4.23 -0.36
Cl -1.06 -5.75 -1.07
N 0.02 -4.06 0.64
N -0.07 -2.75 0.98
C -0.97 -2.05 0.30
C -2.38 0.53 0.00
O -3.55 -0.03 0.39
O -2.01 0.36 -1.14
C 1.16 -4.84 1.05
C 1.00 -6.16 1.44
C 2.13 -6.89 1.79
C 3.39 -6.30 1.76
C 3.52 -4.97 1.38
C 2.41 -4.23 1.02
H -3.36 -1.46 -0.88
H 0.02 -6.61 1.48
H 2.02 -7.92 2.10
H 4.26 -6.88 2.03
H 4.50 -4.51 1.35
H 2.50 -3.20 0.68
O -5.02 0.08 2.06
N -3.89 -0.17 1.89
O -2.99 -0.49 2.59
O -1.70 1.25 0.87
Cl 2.05 -0.47 3.08
C 0.45 -0.48 2.49
H -0.25 -0.76 3.27
H 0.50 -2.40 1.73
C 2.52 7.68 -5.46
C 2.08 6.71 -4.39
C 1.69 5.42 -4.70
C 1.29 4.51 -3.72
C 0.84 3.15 -4.20
C 1.28 4.91 -2.38
Te 0.91 3.52 -0.75
N 1.09 2.01 1.46
C 0.89 2.42 2.77
O -0.16 2.14 3.35
C 2.02 3.03 3.52
C 3.12 3.56 2.85
C 4.20 4.05 3.57
C 4.18 4.02 4.96
C 3.08 3.50 5.63
C 2.00 3.01 4.91
C -0.94 4.38 -0.11
C -1.07 5.03 1.12
C 0.07 5.35 2.06
C -2.34 5.44 1.52
C -3.47 5.24 0.75
C -4.83 5.69 1.20
C -3.31 4.61 -0.49
C -2.07 4.19 -0.94
C -1.98 3.58 -2.32
C 1.66 6.22 -2.04
C 1.65 6.73 -0.62
C 2.05 7.09 -3.05
H 2.74 7.17 -6.39
H 3.41 8.23 -5.14
H 1.73 8.41 -5.66
H 1.68 5.10 -5.74
H 0.01 3.25 -4.90
H 0.49 2.52 -3.37
H 1.65 2.63 -4.72
H 3.11 3.60 1.77
H 5.06 4.47 3.05
H 5.03 4.39 5.52
H 3.07 3.48 6.71
H 1.13 2.60 5.41
H 1.02 4.97 1.70
H -0.12 4.94 3.05
H 0.17 6.44 2.17
H -2.44 5.95 2.48
H -4.78 6.19 2.17
H -5.51 4.84 1.29
H -5.27 6.38 0.48
H -4.18 4.46 -1.12
H -2.96 3.57 -2.79
H -1.61 2.55 -2.28
H -1.30 4.16 -2.95
H 2.24 6.08 0.03
H 0.63 6.74 -0.23
H 2.05 7.74 -0.56
H 2.33 8.11 -2.79
```

Values from the calculation:
Highest occupied orbital energy (spin up / spin down): -9.97 / -9.98 eV
Maximum force: 3.9 eV/Å
Frontier orbital gap (spin up / spin down): 7.04 / 5.89 eV
E_tot: -112834.9294 eV
⟨S²⟩: 0.755
Net charge: +1
Multiplicity: 2

=====

Q: Which formula does entry 2 have?
A: C45H51Cl2N6O11TaTe

=====

Q: E_tot of number 1 (C61H47GaNP3Si)?
A: -153618.5687 eV